Entry 1:
The following is a DFT calculation (the ωB97M-V functional and the def2-TZVPD basis) of a single C5H9N3 molecule.

Values from the calculation:
F_max   2.4 eV Å⁻¹
LUMO energy   0.717 eV
Gap between HOMO and LUMO   9.83 eV
Total energy   -9799.1851 eV
SMILES   [H]/N=C(C)/N=C/N1CC1
Total charge   0
ΔE to the lowest compared entry with this formula, charge and spin   52.6 kcal/mol
E_HOMO   -9.11 eV

Each line ends with the Mulliken charge.
CARTESIAN COORDINATES (ANGSTROEM)
C (2.851, -0.888, -0.095)  -1.091
C (1.755, 0.166, -0.010)  0.694
C (-0.427, 0.448, -0.389)  -0.089
C (-2.923, 0.603, 0.039)  -0.353
C (-2.494, -0.815, 0.292)  -0.372
H (3.271, -0.817, -1.130)  0.252
H (2.419, -1.843, 0.080)  0.342
H (3.631, -0.589, 0.588)  0.346
H (2.936, 1.588, 0.139)  0.223
H (-0.162, 1.495, -0.419)  0.437
H (-2.726, 1.268, 0.861)  0.245
H (-3.743, 0.970, -0.557)  0.254
H (-2.898, -1.698, -0.147)  0.234
H (-2.187, -0.986, 1.320)  0.212
N (1.935, 1.448, 0.183)  -0.715
N (0.493, -0.396, -0.133)  -0.459
N (-1.732, 0.047, -0.620)  -0.161

---

Entry 2:
The following is a DFT calculation (the ωB97M-V functional and the def2-TZVPD basis) of a single C5H9N3 molecule.

Values from the calculation:
F_max   8.2 eV Å⁻¹
LUMO energy   1.011 eV
Gap between HOMO and LUMO   9.93 eV
Total energy   -9795.1784 eV
SMILES   [H]/N=C/N1C[C@H]1[C@H]1CN1
Total charge   0
ΔE to the lowest compared entry with this formula, charge and spin   145.0 kcal/mol
E_HOMO   -8.92 eV

Each line ends with the Mulliken charge.
CARTESIAN COORDINATES (ANGSTROEM)
C (2.060, -0.364, 0.516)  0.167
C (0.276, 1.330, -0.817)  -0.621
C (-0.155, 1.160, 0.587)  0.003
C (-1.076, -0.201, 0.655)  0.233
C (-2.197, -0.528, -0.236)  -0.805
H (3.437, -1.644, -0.047)  0.260
H (1.608, -1.023, 1.481)  0.228
H (0.311, 2.202, -1.342)  0.345
H (0.025, 0.496, -1.432)  0.092
H (-0.335, 1.832, 1.402)  0.392
H (-1.485, -0.287, 1.699)  0.351
H (-2.306, 0.234, -0.954)  0.235
H (-3.105, -0.870, -0.133)  0.387
H (-0.377, -1.176, -1.021)  0.308
N (2.946, -0.730, -0.396)  -0.572
N (1.181, 0.856, 0.258)  -0.284
N (-0.808, -1.286, -0.218)  -0.717

---

Entry 3:
The following is a DFT calculation (the ωB97M-V functional and the def2-TZVPD basis) of a 2-piece molecular cluster, C5H9N3 overall.

Values from the calculation:
F_max   5.1 eV Å⁻¹
LUMO energy   -8.654 eV
Gap between HOMO and LUMO   10.10 eV
Total energy   -9779.6735 eV
Total charge   +2
ΔE to the lowest compared entry with this formula, charge and spin   64.6 kcal/mol
E_HOMO   -18.76 eV

Each line ends with the Mulliken charge.
CARTESIAN COORDINATES (ANGSTROEM)
C (0.802, -0.171, 0.515)  -0.316
C (-2.663, -1.190, 0.134)  -0.333
C (-1.289, 0.974, 0.110)  0.762
C (1.788, -0.141, -0.396)  -0.303
C (-2.466, 1.775, -0.055)  -1.042
N (-0.194, 0.617, 0.179)  0.001
N (-3.612, -1.789, -0.147)  0.047
N (3.033, -0.821, 0.028)  -0.334
H (0.590, -0.637, 1.384)  0.505
H (1.928, 0.310, -1.361)  0.432
H (-2.107, 2.883, -0.019)  0.347
H (-3.291, 1.241, 0.624)  0.355
H (-2.976, 1.765, -0.978)  0.397
H (-4.282, -2.380, -0.479)  0.287
H (3.216, -1.643, -0.642)  0.416
H (3.024, -1.328, 0.897)  0.340
H (3.818, -0.043, 0.001)  0.439

---

Entry 4:
The following is a DFT calculation (the ωB97M-V functional and the def2-TZVPD basis) of C5H9N3O as an isolated structure.

Values from the calculation:
F_max   3.5 eV Å⁻¹
LUMO energy   0.698 eV
Gap between HOMO and LUMO   9.16 eV
Total energy   -11844.2545 eV
Total charge   0
ΔE to the lowest compared entry with this formula, charge and spin   118.8 kcal/mol
E_HOMO   -8.47 eV

Each line ends with the Mulliken charge.
CARTESIAN COORDINATES (ANGSTROEM)
C (-0.096, -0.807, 0.309)  0.642
C (-0.706, 0.903, 0.960)  0.550
C (-0.150, 0.221, -0.648)  0.078
N (-0.791, 0.359, -1.844)  -0.459
N (1.906, -1.159, -1.220)  -0.624
C (1.226, -0.360, -0.228)  -0.180
C (-0.071, 2.011, 1.359)  -0.967
O (-1.933, 0.577, 1.410)  -0.581
N (-0.826, -1.846, 0.652)  -0.966
H (-2.010, -0.412, 1.249)  0.432
H (-0.549, 1.164, -2.407)  0.243
H (-1.772, 0.107, -1.867)  0.257
H (-0.307, -2.403, 1.334)  0.203
H (2.582, -1.785, -0.795)  0.242
H (1.248, -1.738, -1.740)  0.282
H (1.880, 0.218, 0.415)  0.309
H (0.903, 2.278, 0.976)  0.239
H (-0.531, 2.672, 2.084)  0.300

---

Question: Which of these has the lowest E_HOMO?
Answer: number 3